# C4H12

A cluster of 2 separate species, C4H12 in total in a non-equilibrium geometry (the ωB97M-V functional and the def2-TZVPD basis, the OMol25 dataset).

Results
Lowest unoccupied orbital energy in eV: 1.06
Total charge: 0
Spin multiplicity: 1
E_HOMO in eV: -11.1
Energy relative to the best compared isomer or geometry (same formula, charge and spin) in eV: 1.351
SMILES: CC.CC
E_tot in eV: -4341.17687
HOMO-LUMO gap in eV: 12.1

Geometry (Å):
C 2.686 0.514 -0.489
C 2.206 -0.920 -0.126
H 1.962 1.247 0.010
H 3.664 0.799 -0.043
H 2.681 0.564 -1.468
H 2.564 -1.402 0.779
H 2.445 -1.671 -0.932
H 1.219 -0.798 0.213
C -2.519 -0.345 -0.290
C -2.331 0.688 0.808
H -3.543 -0.805 -0.319
H -2.507 0.269 -1.305
H -1.653 -1.052 -0.247
H -3.108 1.453 0.823
H -1.292 0.983 0.708
H -2.474 0.476 1.877

---

# C4H12

A cluster of 2 separate species, C4H12 in total in a non-equilibrium geometry (the ωB97M-V functional and the def2-TZVPD basis, the OMol25 dataset).

Results
Lowest unoccupied orbital energy in eV: 1.16
Total charge: 0
Spin multiplicity: 1
E_HOMO in eV: -11.6
Energy relative to the best compared isomer or geometry (same formula, charge and spin) in eV: 0.512
SMILES: CC.CC
E_tot in eV: -4342.01623
HOMO-LUMO gap in eV: 12.7

Geometry (Å):
C 1.047 0.733 -2.717
C -0.272 1.093 -2.006
H 1.569 -0.136 -2.316
H 0.834 0.491 -3.757
H 1.724 1.583 -2.682
H -1.011 1.298 -2.759
H -0.116 2.014 -1.446
H -0.748 0.349 -1.369
C -0.905 -0.912 2.939
C 0.143 -0.912 1.772
H -1.544 -0.036 2.833
H -1.622 -1.724 2.829
H -0.391 -0.921 3.896
H -0.342 -1.667 1.158
H 1.103 -1.289 2.078
H 0.247 0.071 1.330

---

# C4H12

A cluster of 2 separate species, C4H12 in total in a non-equilibrium geometry (the ωB97M-V functional and the def2-TZVPD basis, the OMol25 dataset).

Results
Lowest unoccupied orbital energy in eV: 1.16
Total charge: 0
Spin multiplicity: 1
E_HOMO in eV: -10.7
Energy relative to the best compared isomer or geometry (same formula, charge and spin) in eV: 1.494
SMILES: CC.CC
E_tot in eV: -4341.03403
HOMO-LUMO gap in eV: 11.8

Geometry (Å):
C 1.675 1.025 0.091
C 0.769 1.972 0.744
H 2.577 0.496 0.382
H 1.046 0.294 -0.418
H 2.265 1.479 -0.781
H 1.224 2.910 0.733
H 0.520 1.677 1.843
H -0.160 2.121 0.192
C -0.992 -1.054 -0.956
C -1.421 -1.935 0.150
H -1.096 -1.657 -1.868
H -1.633 -0.163 -1.083
H 0.111 -0.798 -0.909
H -2.581 -1.924 0.309
H -1.141 -2.972 0.236
H -1.320 -1.515 1.188

---

# C4H12

A cluster of 2 separate species, C4H12 in total in a non-equilibrium geometry (the ωB97M-V functional and the def2-TZVPD basis, the OMol25 dataset).

Results
Lowest unoccupied orbital energy in eV: 1.16
Total charge: 0
Spin multiplicity: 1
E_HOMO in eV: -11.4
Energy relative to the best compared isomer or geometry (same formula, charge and spin) in eV: 0.361
SMILES: CC.CC
E_tot in eV: -4342.16754
HOMO-LUMO gap in eV: 12.6

Geometry (Å):
C 0.636 -1.196 -1.480
C 1.876 -0.522 -0.856
H 0.612 -0.853 -2.518
H 0.784 -2.276 -1.548
H -0.317 -1.059 -0.973
H 2.699 -0.701 -1.535
H 1.661 0.503 -0.563
H 2.046 -1.049 0.092
C -1.338 1.623 1.161
C -1.126 0.128 1.187
H -2.278 1.895 1.672
H -0.612 2.239 1.691
H -1.520 2.017 0.159
H -0.260 -0.135 0.588
H -0.908 -0.210 2.201
H -1.955 -0.403 0.721

---

# C4H12

A cluster of 2 separate species, C4H12 in total in a non-equilibrium geometry (the ωB97M-V functional and the def2-TZVPD basis, the OMol25 dataset).

Results
Lowest unoccupied orbital energy in eV: 1.10
Total charge: 0
Spin multiplicity: 1
E_HOMO in eV: -11.6
Energy relative to the best compared isomer or geometry (same formula, charge and spin) in eV: 0.402
SMILES: CC.CC
E_tot in eV: -4342.12641
HOMO-LUMO gap in eV: 12.7

Geometry (Å):
C 1.999 -1.712 0.404
C 1.898 -0.258 0.822
H 1.968 -2.572 1.067
H 1.320 -1.943 -0.420
H 2.994 -1.795 -0.058
H 1.168 0.001 1.594
H 1.651 0.309 -0.077
H 2.827 0.166 1.209
C -1.754 1.358 -1.246
C -2.194 0.634 0.015
H -0.731 1.699 -1.051
H -1.714 0.609 -2.034
H -2.318 2.272 -1.414
H -1.474 -0.141 0.296
H -3.170 0.145 0.033
H -2.162 1.266 0.914

---

# C4H12

A cluster of 2 separate species, C4H12 in total in a non-equilibrium geometry (the ωB97M-V functional and the def2-TZVPD basis, the OMol25 dataset).

Results
Lowest unoccupied orbital energy in eV: 1.11
Total charge: 0
Spin multiplicity: 1
E_HOMO in eV: -11.0
Energy relative to the best compared isomer or geometry (same formula, charge and spin) in eV: 1.556
SMILES: CC.CC
E_tot in eV: -4340.97214
HOMO-LUMO gap in eV: 12.1

Geometry (Å):
C -1.599 -0.173 -0.080
C -2.434 -0.468 1.277
H -2.280 -0.061 -0.939
H -1.037 0.806 0.052
H -0.811 -0.860 -0.232
H -2.120 -0.500 2.264
H -2.920 -1.437 0.985
H -3.244 0.285 1.289
C 1.480 0.211 -1.150
C 2.604 0.403 -0.052
H 0.429 0.294 -0.735
H 1.670 0.827 -1.932
H 1.558 -0.874 -1.616
H 3.110 -0.440 0.137
H 2.311 0.725 0.972
H 3.283 1.261 -0.242

---

# C4H12

A cluster of 2 separate species, C4H12 in total in a non-equilibrium geometry (the ωB97M-V functional and the def2-TZVPD basis, the OMol25 dataset).

Results
Lowest unoccupied orbital energy in eV: 1.16
Total charge: 0
Spin multiplicity: 1
E_HOMO in eV: -11.5
Energy relative to the best compared isomer or geometry (same formula, charge and spin) in eV: 0.371
SMILES: CC.CC
E_tot in eV: -4342.15750
HOMO-LUMO gap in eV: 12.7

Geometry (Å):
C -1.699 1.454 0.839
C -1.797 0.744 -0.535
H -1.178 2.394 0.683
H -2.655 1.629 1.333
H -1.207 0.800 1.562
H -2.846 0.636 -0.810
H -1.405 -0.274 -0.513
H -1.235 1.271 -1.298
C 2.093 -0.423 -0.232
C 1.434 -1.785 -0.070
H 3.056 -0.427 -0.720
H 1.505 0.242 -0.880
H 1.997 0.105 0.719
H 1.290 -2.214 -1.069
H 0.410 -1.707 0.287
H 2.051 -2.487 0.481

---

# C4H12

A cluster of 2 separate species, C4H12 in total in a non-equilibrium geometry (the ωB97M-V functional and the def2-TZVPD basis, the OMol25 dataset).

Results
Lowest unoccupied orbital energy in eV: 1.15
Total charge: 0
Spin multiplicity: 1
E_HOMO in eV: -11.6
Energy relative to the best compared isomer or geometry (same formula, charge and spin) in eV: 0.312
SMILES: CC.CC
E_tot in eV: -4342.21603
HOMO-LUMO gap in eV: 12.7

Geometry (Å):
C 1.166 2.072 0.314
C 0.480 1.696 -1.037
H 1.718 1.205 0.660
H 1.863 2.871 0.035
H 0.546 2.556 1.061
H -0.127 0.792 -0.975
H 1.222 1.366 -1.765
H -0.061 2.602 -1.298
C -1.549 -1.903 0.060
C -0.132 -1.857 0.624
H -2.130 -1.013 0.296
H -1.596 -2.094 -1.007
H -2.064 -2.698 0.600
H 0.423 -0.972 0.342
H -0.182 -1.863 1.714
H 0.423 -2.760 0.376

---

# C4H12

A cluster of 2 separate species, C4H12 in total in a non-equilibrium geometry (the ωB97M-V functional and the def2-TZVPD basis, the OMol25 dataset).

Results
Lowest unoccupied orbital energy in eV: 1.09
Total charge: 0
Spin multiplicity: 1
E_HOMO in eV: -11.4
Energy relative to the best compared isomer or geometry (same formula, charge and spin) in eV: 0.485
SMILES: CC.CC
E_tot in eV: -4342.04335
HOMO-LUMO gap in eV: 12.5

Geometry (Å):
C 2.366 1.797 -0.705
C 1.803 1.411 0.625
H 3.452 1.759 -0.749
H 2.096 1.194 -1.587
H 2.169 2.842 -0.945
H 2.478 0.787 1.225
H 1.445 2.254 1.240
H 0.964 0.715 0.690
C -1.544 -1.653 0.571
C -2.652 -1.537 -0.485
H -1.394 -2.704 0.851
H -0.590 -1.349 0.147
H -1.655 -1.081 1.494
H -2.332 -0.797 -1.222
H -3.614 -1.161 -0.118
H -2.914 -2.464 -0.981

---

# C4H12

A cluster of 2 separate species, C4H12 in total (the ωB97M-V functional and the def2-TZVPD basis, the OMol25 dataset).

Results
Lowest unoccupied orbital energy in eV: 1.13
Total charge: 0
Spin multiplicity: 1
E_HOMO in eV: -11.8
Energy relative to the best compared isomer or geometry (same formula, charge and spin) in eV: 0.045
SMILES: CC.CC
E_tot in eV: -4342.48358
HOMO-LUMO gap in eV: 12.9

Geometry (Å):
C -0.469 -1.786 -1.189
C 0.706 -1.759 -2.159
H -0.266 -1.256 -0.262
H -1.355 -1.319 -1.618
H -0.757 -2.806 -0.943
H 0.523 -2.469 -2.967
H 1.651 -2.071 -1.714
H 0.830 -0.760 -2.576
C -0.378 1.254 1.178
C 0.166 2.280 2.178
H -0.425 0.272 1.645
H -1.371 1.559 0.851
H 0.263 1.206 0.299
H 0.038 3.288 1.780
H 1.226 2.136 2.378
H -0.383 2.229 3.118

---

# C4H12

A cluster of 2 separate species, C4H12 in total in a non-equilibrium geometry (the ωB97M-V functional and the def2-TZVPD basis, the OMol25 dataset).

Results
Lowest unoccupied orbital energy in eV: 1.16
Total charge: 0
Spin multiplicity: 1
E_HOMO in eV: -11.7
Energy relative to the best compared isomer or geometry (same formula, charge and spin) in eV: 0.277
SMILES: CC.CC
E_tot in eV: -4342.25176
HOMO-LUMO gap in eV: 12.8

Geometry (Å):
C -1.965 0.378 -0.235
C -1.505 0.113 -1.668
H -1.120 0.318 0.463
H -2.460 1.350 -0.186
H -2.638 -0.360 0.211
H -1.060 -0.882 -1.697
H -0.740 0.824 -1.978
H -2.369 0.092 -2.328
C 1.609 -0.239 0.160
C 1.800 -0.238 1.687
H 0.743 -0.781 -0.187
H 1.667 0.792 -0.209
H 2.513 -0.639 -0.318
H 2.727 -0.732 1.973
H 1.811 0.767 2.107
H 0.987 -0.761 2.203

---

# C4H12

A cluster of 2 separate species, C4H12 in total in a non-equilibrium geometry (the ωB97M-V functional and the def2-TZVPD basis, the OMol25 dataset).

Results
Lowest unoccupied orbital energy in eV: 1.11
Total charge: 0
Spin multiplicity: 1
E_HOMO in eV: -11.6
Energy relative to the best compared isomer or geometry (same formula, charge and spin) in eV: 0.378
SMILES: CC.CC
E_tot in eV: -4342.14992
HOMO-LUMO gap in eV: 12.7

Geometry (Å):
C -2.287 -0.185 0.152
C -2.341 -1.646 0.556
H -3.008 0.020 -0.639
H -2.417 0.513 0.977
H -1.325 0.164 -0.236
H -2.483 -1.758 1.632
H -3.158 -2.205 0.092
H -1.481 -2.259 0.272
C 3.019 0.956 -0.045
C 1.619 0.881 -0.663
H 3.196 2.001 0.246
H 3.035 0.407 0.887
H 3.789 0.819 -0.801
H 1.437 -0.063 -1.177
H 1.359 1.690 -1.347
H 0.885 0.965 0.141

---

# C4H12

A cluster of 2 separate species, C4H12 in total in a non-equilibrium geometry (the ωB97M-V functional and the def2-TZVPD basis, the OMol25 dataset).

Results
Lowest unoccupied orbital energy in eV: 1.14
Total charge: 0
Spin multiplicity: 1
E_HOMO in eV: -11.7
Energy relative to the best compared isomer or geometry (same formula, charge and spin) in eV: 0.265
SMILES: CC.CC
E_tot in eV: -4342.26377
HOMO-LUMO gap in eV: 12.8

Geometry (Å):
C -0.396 1.273 1.837
C 0.925 1.992 1.529
H -0.984 0.916 0.999
H -0.204 0.476 2.556
H -1.051 1.944 2.391
H 1.358 1.642 0.586
H 1.626 1.772 2.326
H 0.792 3.072 1.447
C -0.916 -1.479 -1.987
C 0.456 -1.824 -1.438
H -1.725 -2.171 -1.715
H -1.309 -0.569 -1.560
H -0.970 -1.302 -3.056
H 0.357 -2.467 -0.565
H 1.002 -0.929 -1.159
H 1.037 -2.346 -2.193

---

# C4H12

A cluster of 2 separate species, C4H12 in total in a non-equilibrium geometry (the ωB97M-V functional and the def2-TZVPD basis, the OMol25 dataset).

Results
Lowest unoccupied orbital energy in eV: 1.16
Total charge: 0
Spin multiplicity: 1
E_HOMO in eV: -11.4
Energy relative to the best compared isomer or geometry (same formula, charge and spin) in eV: 0.447
SMILES: CC.CC
E_tot in eV: -4342.08117
HOMO-LUMO gap in eV: 12.5

Geometry (Å):
C -1.448 -2.204 0.369
C -0.142 -1.889 1.087
H -1.315 -2.250 -0.718
H -1.863 -3.193 0.598
H -2.264 -1.532 0.656
H 0.531 -2.741 1.048
H 0.373 -1.144 0.474
H -0.328 -1.585 2.116
C 0.163 1.634 -0.518
C 1.365 2.536 -0.909
H -0.756 2.112 -0.205
H 0.163 0.880 -1.290
H 0.622 1.093 0.324
H 1.074 3.186 -1.744
H 1.647 3.219 -0.110
H 2.180 1.878 -1.176

---

# C4H12

A cluster of 2 separate species, C4H12 in total in a non-equilibrium geometry (the ωB97M-V functional and the def2-TZVPD basis, the OMol25 dataset).

Results
Lowest unoccupied orbital energy in eV: 1.12
Total charge: 0
Spin multiplicity: 1
E_HOMO in eV: -10.7
Energy relative to the best compared isomer or geometry (same formula, charge and spin) in eV: 2.484
SMILES: CC.CC
E_tot in eV: -4340.04433
HOMO-LUMO gap in eV: 11.8

Geometry (Å):
C -1.503 -0.013 2.152
C -1.425 -0.709 0.808
H -2.544 0.647 2.134
H -1.490 -1.007 2.878
H -0.580 0.432 2.329
H -0.676 -0.545 -0.059
H -2.358 -0.642 0.241
H -1.709 -1.764 0.796
C 1.157 1.122 -1.244
C 1.867 -0.175 -1.606
H 1.490 1.593 -0.331
H 1.174 1.849 -1.913
H 0.136 0.781 -1.073
H 2.910 0.009 -1.613
H 1.653 -0.894 -0.903
H 1.899 -0.682 -2.595

---

# C4H12

A cluster of 2 separate species, C4H12 in total in a non-equilibrium geometry (the ωB97M-V functional and the def2-TZVPD basis, the OMol25 dataset).

Results
Lowest unoccupied orbital energy in eV: 1.12
Total charge: 0
Spin multiplicity: 1
E_HOMO in eV: -11.5
Energy relative to the best compared isomer or geometry (same formula, charge and spin) in eV: 0.688
SMILES: CC.CC
E_tot in eV: -4341.84023
HOMO-LUMO gap in eV: 12.7

Geometry (Å):
C -1.229 -2.008 1.626
C -0.116 -1.826 0.602
H -1.976 -2.773 1.255
H -1.670 -1.100 2.013
H -0.803 -2.567 2.461
H -0.177 -0.883 0.066
H -0.316 -2.434 -0.287
H 0.859 -2.014 1.077
C 1.436 1.962 -1.027
C -0.103 1.928 -1.133
H 1.911 2.273 -0.097
H 1.865 2.555 -1.848
H 1.779 0.963 -1.283
H -0.574 2.913 -1.293
H -0.303 1.423 -2.092
H -0.530 1.176 -0.450